Below is 6 unconnected molecules or ions with the total composition C34H46BN2O13S, with properties calculated with the ωB97M-V functional and the def2-TZVPD basis.

Structure (XYZ):
```
97
Properties=species:S:1:pos:R:3:forces:R:3
C 4.696274 -1.003268 1.050634 -0.3 0.8 0.9
N 4.920720 0.096857 0.076708 -0.1 -0.3 -0.3
C 6.316029 0.073048 -0.451756 -0.8 0.1 0.3
B 3.958699 0.106913 -1.006493 1.3 -1.0 0.0
O 3.952110 -0.808098 -2.017148 -1.1 0.7 0.5
N 2.884748 1.208961 -0.931794 0.3 -0.4 -0.3
C 2.386895 1.417178 0.289180 0.2 -0.1 1.1
C 1.404764 2.331126 0.515582 -0.2 1.1 -0.3
O 0.871578 2.500198 1.780977 -0.9 -1.7 -1.2
C -0.088291 1.451638 2.003138 -0.7 -0.1 2.4
O -0.391261 1.231335 3.148649 0.5 0.5 -1.4
C -0.649415 0.650032 0.871329 0.7 -0.2 0.0
C -0.283633 -0.684160 0.782655 0.5 -0.1 0.6
C -0.772380 -1.453153 -0.245446 0.1 -1.2 -0.3
C -1.619724 -0.947087 -1.208931 -0.3 0.6 -0.9
C -1.977305 0.389183 -1.139632 -0.1 0.0 0.2
C -1.497294 1.141246 -0.093225 -0.3 1.9 0.1
C 0.955501 3.084605 -0.558834 -0.2 0.2 0.8
C 1.479387 2.861804 -1.813271 -0.6 0.7 0.0
C 2.440087 1.899802 -1.995399 -0.5 -0.6 -0.9
S 3.077970 1.628660 -3.633486 0.6 0.3 -0.4
H 4.348851 -0.552975 1.995998 0.0 -0.3 -0.1
H 5.639972 -1.494922 1.303400 -0.2 -0.1 -0.3
H 3.944057 -1.739213 0.743910 0.3 -0.1 -0.1
H 6.600019 -0.957685 -0.698364 0.2 0.3 -0.1
H 6.955497 0.488462 0.331600 0.1 -0.1 -0.3
H 6.346166 0.718805 -1.335605 0.3 -0.2 0.1
H 3.587433 -1.646021 -1.660254 0.5 -0.5 -0.4
H 2.759277 0.851759 1.139474 0.3 -0.1 -0.4
H 0.396833 -1.120351 1.511221 -0.1 0.1 0.0
H -0.478012 -2.498000 -0.317588 0.0 0.1 0.1
H -2.026033 -1.536194 -2.031567 0.6 0.2 0.6
H -2.618945 0.865929 -1.871320 0.1 -0.2 0.0
H -1.779877 2.195613 -0.038627 0.0 -0.2 0.0
H 0.176258 3.813411 -0.348966 0.1 0.0 -0.3
H 1.096708 3.443014 -2.643694 0.2 -0.2 -0.1
H 2.327359 0.612094 -4.129731 -0.1 0.2 0.7
O -6.885914 1.118335 4.935251 -0.1 -0.2 -0.2
C -5.784011 1.285588 4.510576 -0.1 0.2 0.5
O -5.156411 0.396498 3.694258 0.0 0.1 -0.1
C -3.808848 0.828315 3.446136 0.3 0.0 -0.1
C -3.810771 2.324331 3.711913 0.1 0.2 0.1
C -4.862039 2.452038 4.809787 0.3 0.0 -0.6
H -3.140934 0.288111 4.120568 0.0 0.0 0.0
H -3.537441 0.590913 2.418075 -0.1 -0.2 0.0
H -2.831383 2.712538 3.988040 0.0 -0.1 0.0
H -4.145485 2.859245 2.820074 0.0 0.0 0.0
H -4.433940 2.316286 5.803839 -0.1 0.0 0.0
H -5.399526 3.394414 4.754082 -0.1 -0.1 0.3
O -3.092038 -3.113815 -1.742816 -0.7 -0.5 -0.2
C -3.892789 -3.292782 -0.865438 0.3 -0.1 0.1
O -4.944613 -2.474395 -0.658470 0.1 0.0 -0.1
C -5.657394 -2.880983 0.528878 -0.2 -0.1 0.3
C -5.289739 -4.341768 0.727753 0.1 -0.2 0.1
C -3.868739 -4.390831 0.174960 -0.5 -0.1 0.0
H -5.333077 -2.251590 1.360098 0.0 0.0 0.0
H -6.724375 -2.737981 0.376950 0.1 0.2 -0.2
H -5.374702 -4.668832 1.761957 0.0 0.1 0.0
H -5.940366 -4.974249 0.121504 0.0 0.0 0.0
H -3.125211 -4.140728 0.934413 0.1 0.0 -0.1
H -3.638314 -5.350657 -0.279420 0.3 0.1 0.0
O 4.611602 7.397213 3.470785 0.2 -0.3 0.0
C 3.652279 6.723058 3.258512 0.0 0.5 -0.1
O 3.726644 5.428158 2.840526 0.0 0.0 0.0
C 2.411636 4.925855 2.569247 0.0 0.0 0.1
C 1.469603 5.811596 3.369830 -0.2 0.1 0.0
C 2.200887 7.150123 3.357082 -0.2 -0.5 0.2
H 2.229331 4.992736 1.491068 0.0 0.1 0.0
H 2.352838 3.886515 2.873488 0.2 0.0 0.0
H 0.462408 5.853250 2.957001 0.0 0.0 0.0
H 1.397000 5.442718 4.394146 0.0 0.0 0.0
H 1.948943 7.746102 2.478649 0.1 0.1 0.1
H 2.025821 7.720534 4.264635 0.1 0.2 -0.1
O -1.825029 -0.551509 -4.209156 0.0 0.4 0.0
C -3.003841 -0.440191 -4.393502 0.1 -0.5 -0.1
O -3.731307 0.605352 -3.927999 0.1 0.0 -0.1
C -5.128594 0.394621 -4.214111 -0.3 0.0 0.0
C -5.152310 -0.587060 -5.373396 0.0 -0.2 -0.1
C -3.903229 -1.422099 -5.110127 -0.4 0.4 -0.2
H -5.608183 -0.006673 -3.318737 0.1 0.0 0.0
H -5.593176 1.345371 -4.465670 0.2 0.1 0.1
H -6.070934 -1.168073 -5.424624 0.0 0.0 0.1
H -5.042131 -0.049877 -6.317046 0.0 0.0 0.0
H -4.105190 -2.262864 -4.443885 0.1 0.0 0.0
H -3.441412 -1.769426 -6.030265 0.2 -0.2 0.2
O 3.539562 -3.437911 -1.033127 -0.1 0.2 0.3
C 4.463264 -4.200078 -1.182918 0.1 0.1 -0.4
O 5.277665 -4.557721 -0.180745 -0.2 0.1 0.0
C 6.345818 -5.387859 -0.687503 0.3 -0.3 -0.1
C 5.812211 -5.963781 -1.986941 0.0 -0.1 -0.2
C 4.901365 -4.843783 -2.478629 0.1 -0.5 0.2
H 7.227435 -4.762152 -0.838571 -0.1 0.1 0.0
H 6.583146 -6.157389 0.042511 -0.1 0.2 0.2
H 6.595814 -6.239113 -2.689409 0.0 0.1 0.1
H 5.218041 -6.855431 -1.781366 0.0 0.0 0.0
H 5.442158 -4.105156 -3.073690 -0.1 0.1 0.0
H 4.046906 -5.223599 -3.032354 -0.1 0.3 -0.1
```
Positions in Å, forces in eV/Å.

Computed properties:
Lowest unoccupied orbital energy, eV: -4.116
Gap between HOMO and LUMO, eV: 7.6
E, eV: -77110.0742
E_HOMO, eV: -11.68
Net charge: +1